{"formula": "C23H48N3O7S", "method": "wB97M-V/def2-TZVPD", "elements": ["C", "C", "C", "C", "C", "C", "O", "C", "C", "O", "S", "O", "O", "O", "C", "C", "C", "C", "C", "N", "C", "N", "N", "O", "C", "C", "C", "C", "C", "C", "H", "H", "H", "H", "H", "H", "H", "H", "H", "H", "H", "H", "H", "H", "H", "H", "H", "H", "H", "H", "H", "H", "H", "H", "H", "H", "H", "H", "H", "H", "H", "H", "H", "H", "H", "H", "H", "H", "H", "H", "H", "C", "C", "C", "O", "H", "H", "H", "H", "H", "H", "H"], "xyz": [[-3.02863, 2.87601, 1.39164], [-3.28854, 1.30721, 0.87396], [-4.51816, 1.40947, -0.22285], [-1.85906, 0.80229, 0.24890], [-1.74499, 0.95540, -1.39690], [-1.40342, -0.71470, 0.78373], [-0.45825, -0.53984, 1.88701], [0.77487, -1.32504, 1.73277], [0.64685, -2.95645, 1.38397], [1.20497, -1.43167, 3.16693], [1.62512, 0.22115, 3.44977], [0.59026, 1.12173, 4.20565], [2.73192, 0.06378, 4.52474], [2.09542, 0.71611, 1.85074], [2.11457, -0.54642, 1.09714], [1.89580, -0.56566, -0.52025], [2.50224, -1.92932, -1.27044], [3.01377, -1.64512, -2.81072], [1.93784, -2.25505, -3.90753], [1.70644, -1.30947, -5.09629], [0.26446, -0.83986, -5.00758], [-0.80401, -1.68283, -5.31129], [-0.10173, 0.60571, -4.61625], [3.19220, -1.29268, 1.74141], [4.53705, -0.88989, 1.29962], [5.36160, 0.06110, 2.34595], [6.96981, -0.37246, 2.17924], [5.29399, 1.66109, 2.11591], [4.41992, 2.49411, 3.27245], [4.76536, 2.19447, 0.67027], [-2.38544, 2.87072, 2.37032], [-4.02865, 3.49219, 1.47083], [-2.41452, 3.38345, 0.50260], [-3.69089, 0.63374, 1.76493], [-4.64800, 0.45468, -0.89112], [-5.52520, 1.74508, 0.31909], [-4.24734, 2.32044, -0.94155], [-1.02204, 1.53260, 0.68648], [-2.22994, 0.04408, -1.96640], [-2.28301, 1.92572, -1.81156], [-0.59286, 1.10423, -1.66331], [-2.40477, -1.21428, 1.17593], [-1.01350, -1.31690, -0.13817], [-0.14272, -3.18919, 0.55225], [1.68619, -3.36893, 0.97580], [0.43095, -3.56790, 2.36789], [0.80273, -0.38236, -0.89036], [2.54421, 0.32871, -0.97772], [1.57840, -2.66379, -1.35562], [3.31276, -2.48491, -0.63174], [4.01142, -2.28235, -2.94236], [3.23493, -0.49521, -2.95105], [2.38513, -3.25496, -4.37456], [0.90586, -2.56682, -3.42771], [2.29492, -0.46542, -4.92260], [-1.72230, -1.16882, -5.19416], [-0.41267, 1.07510, -5.50479], [-0.97728, 0.52566, -4.03149], [5.15939, -1.91618, 1.27112], [4.58306, -0.52175, 0.16666], [5.10882, -0.20412, 3.48292], [7.65714, 0.12335, 2.98911], [7.13550, -1.53025, 2.24142], [7.32360, 0.02439, 1.12228], [6.40430, 2.07786, 2.24204], [3.32993, 2.74763, 2.93040], [4.98119, 3.53960, 3.38388], [4.49778, 1.98073, 4.32700], [4.35406, 3.30279, 0.81240], [3.90012, 1.58076, 0.17788], [5.71674, 2.30509, -0.04257], [-8.85158, 0.81973, -0.87712], [-8.41460, -0.64982, -0.75837], [-8.35781, -1.04509, 0.72664], [-7.19294, -0.75104, -1.25220], [-8.16391, 1.50547, -0.36484], [-8.92015, 1.13467, -1.92616], [-9.84286, 0.95943, -0.42976], [-9.23148, -1.24181, -1.19523], [-7.65155, -0.42912, 1.29892], [-8.06480, -2.09531, 0.85148], [-9.34400, -0.92477, 1.19056]], "atomic_forces_ev_per_a": [[0.23, -0.55, -1.01], [-0.94, 1.18, -0.18], [0.50, 0.91, -0.19], [0.78, 0.32, 0.24], [0.20, 0.38, 0.06], [-2.31, 1.29, -1.34], [1.70, -2.21, -2.50], [-0.09, -2.38, 2.06], [0.62, -0.11, -0.67], [-0.36, 4.23, -1.86], [0.69, 0.97, 8.69], [2.71, -3.04, -4.77], [-2.42, 0.22, -4.86], [-1.23, -1.43, 0.93], [-2.18, -2.27, 1.25], [2.40, 1.24, -1.15], [-1.20, -0.39, 0.16], [0.16, -1.05, 0.52], [0.61, -1.21, -0.09], [-2.94, 1.44, 2.11], [-4.39, -1.83, -1.42], [4.42, 3.19, 1.43], [0.08, -1.43, -0.85], [0.23, 1.44, -3.09], [1.95, -1.18, -0.25], [1.32, -0.56, 0.44], [-0.18, 0.30, -0.56], [-0.38, 1.35, 0.65], [1.30, 0.63, 0.01], [0.77, 1.00, -0.16], [-1.30, 0.23, -1.84], [1.97, -1.40, 0.16], [-1.18, -0.95, 2.01], [1.22, 1.33, -1.79], [-0.17, 1.80, 1.56], [2.21, -1.19, -1.22], [-0.59, -1.89, 1.38], [-1.76, -1.62, -0.85], [1.08, 1.68, 1.16], [1.06, -2.01, 1.12], [-2.45, -0.60, 0.39], [2.31, 0.75, -0.65], [-0.41, 0.97, 1.93], [1.38, 0.55, 1.77], [-2.19, 1.18, 0.97], [0.17, 1.57, -2.00], [2.01, -0.32, 1.28], [-1.49, -1.76, 1.01], [2.01, 1.32, 0.25], [-1.52, 1.35, -1.18], [-2.01, 1.71, 0.21], [-0.48, -2.33, 0.10], [-0.89, 2.11, 1.17], [2.15, 0.86, -0.91], [-0.78, -0.82, -0.23], [1.57, -0.47, -0.03], [0.52, -0.58, 1.15], [1.33, 0.05, -0.83], [-1.51, 2.18, 0.14], [-0.34, -0.45, 2.55], [0.04, 0.55, -2.71], [-1.52, -0.81, -1.50], [-0.42, 2.17, -0.17], [-0.54, -0.94, 2.08], [-2.36, -1.00, -0.32], [2.03, -0.82, 0.83], [-1.28, -2.09, -0.27], [-0.51, 0.91, -2.22], [0.88, -2.39, -0.28], [1.83, 1.09, 1.00], [-2.29, -0.48, 1.19], [-1.00, 0.39, 0.20], [1.27, 1.34, 1.18], [-0.85, -0.14, 0.67], [1.29, -0.82, -1.36], [0.11, -0.30, -0.05], [0.14, -0.21, 0.10], [-0.27, 0.22, 0.05], [-0.39, -0.56, -0.53], [0.03, 0.02, -0.33], [0.04, 0.16, -0.21], [-0.20, -0.05, 0.28]], "mulliken_charge": [-1.0655, 0.2266, -0.9875, 0.5947, -1.2405, -0.5504, -0.2938, 0.5154, -1.0641, -0.5857, 1.3022, -0.6307, -0.6503, -0.4892, 1.3715, 0.2338, -0.3743, -0.5535, -0.6060, -0.4123, 0.5100, -0.6533, -0.5816, -0.4597, -0.6142, 0.5923, -1.3536, 0.3636, -1.1781, -1.0922, 0.2537, 0.3396, 0.2464, 0.2629, 0.2569, 0.2355, 0.1868, -0.0851, 0.3601, 0.3257, 0.3292, 0.3517, 0.1282, 0.2488, 0.2549, 0.3109, -0.7991, 0.2683, 0.3190, 0.2760, 0.2089, 0.3747, 0.2496, 0.3741, 0.3563, 0.2727, 0.3016, 0.1541, 0.1268, 0.1004, 0.1711, 0.3538, 0.3574, 0.2830, 0.4403, 0.1730, 0.4141, 0.2215, 0.3530, 0.0983, 0.2491, -1.2519, 0.4112, -1.2654, -0.8749, 0.2050, 0.2851, 0.4013, 0.2154, 0.2159, 0.3084, 0.3720], "e_above_lowest_kj_mol": 1082.32, "total_charge": -1, "lumo_energy_ha": 0.0587}